A structure of composition C31H39IrN6O4SSi2 at a distorted geometry, computed with ωB97M-V/def2-TZVPD.

```
84
Properties=species:S:1:pos:R:3
Ir -0.04004 -0.01464 0.14373
O 6.99516 -0.61921 2.08091
N 6.30637 0.05494 2.81765
O 6.71329 0.71232 3.75096
C 4.88262 0.09433 2.58576
C 4.10650 0.57268 3.62115
C 2.71019 0.62362 3.52766
C 1.88383 1.07994 4.58734
C 0.52261 1.04675 4.43191
C -0.01526 0.59005 3.22569
N 0.74133 0.21540 2.20102
C 2.07922 0.22102 2.32251
C 2.88862 -0.19775 1.20659
N 2.27200 -0.48430 0.04465
C 2.97519 -0.87741 -1.00234
C 4.36031 -1.01431 -0.95285
C 5.02651 -0.71526 0.21012
C 4.30088 -0.29244 1.34311
H 4.59203 0.88307 4.53514
H 2.33642 1.40939 5.50962
H -0.14007 1.35541 5.22323
H -1.08561 0.50496 3.09550
H 2.42358 -1.08780 -1.90474
H 4.89801 -1.33661 -1.82842
H 6.10030 -0.80343 0.26490
O 4.90265 -3.62191 2.96736
C 4.01480 -4.69939 2.96531
N 2.80207 -4.17236 2.39145
C 1.62545 -4.83487 2.38357
O 1.48430 -5.94289 2.84111
C 0.46731 -4.09567 1.76690
C -0.74540 -4.77343 1.65701
C -1.83405 -4.10293 1.13032
C -1.68056 -2.78720 0.72186
N -0.52043 -2.13270 0.80751
C 0.52187 -2.78207 1.32996
H 5.77872 -3.91520 3.24199
H 3.80234 -5.07613 3.98014
H 4.38519 -5.54091 2.35388
H 2.92973 -3.25969 1.98886
H -0.80138 -5.79881 1.99431
H -2.79229 -4.58851 1.03753
H -2.52210 -2.24356 0.31938
H 1.43674 -2.22009 1.40698
C -1.92916 3.26232 -2.04945
Si -2.67279 1.66777 -1.32855
C -4.31126 1.23014 -2.19676
C -2.96226 1.79751 0.57079
C -1.57499 0.06722 -1.32753
Si -0.81293 -0.50302 -3.01264
C 0.51867 0.70483 -3.63047
C -0.15452 -2.27194 -2.67624
C -2.26015 -0.64334 -4.24965
H -1.90953 4.05964 -1.31362
H -2.52643 3.61868 -2.88278
H -0.91556 3.13528 -2.40702
H -5.04858 1.99242 -1.96872
H -4.71003 0.27347 -1.87718
H -4.20134 1.20644 -3.27498
H -3.22551 2.81108 0.85130
H -2.06737 1.50255 1.12322
H -3.77435 1.14721 0.87904
H -2.27266 -0.71674 -1.01899
H 1.17929 1.03919 -2.83580
H 0.06167 1.58545 -4.07103
H 1.13288 0.24591 -4.39952
H 0.42967 -2.34086 -1.76330
H 0.46718 -2.60089 -3.50158
H -0.97673 -2.97598 -2.59559
H -2.61695 0.33085 -4.56001
H -3.09590 -1.20579 -3.84890
H -1.90904 -1.16098 -5.13586
S 0.73680 2.20246 -0.39711
C 1.59792 2.81226 0.97128
N 0.90108 3.38437 2.00280
C 1.52537 3.95188 3.06614
C 2.88542 3.94088 3.16146
C 3.64223 3.37932 2.11418
C 2.99063 2.83834 1.02361
H -0.10737 3.43703 1.92152
H 0.89880 4.41138 3.81255
H 3.37210 4.37296 4.01943
H 4.71914 3.43255 2.14568
H 3.54249 2.43950 0.18637
```

Properties
multiplicity = 5
charge = +2
orbital gap (alpha / beta) = 4.636 / 6.411 eV
HOMO energy (alpha / beta) = -11.580 / -14.432 eV